Molecular formula: C4H9NO
Method: DFT, wB97M-V/def2-TZVPD

```
15
Properties=species:S:1:pos:R:3:forces:R:3:nbo_charge:R:1
C 1.590 -0.437 0.335 0.205 -0.467 -0.715 -0.4193
N 0.547 0.578 0.302 0.221 -0.341 1.259 -0.4362
C 0.681 1.440 1.497 0.250 0.246 -0.497 -0.4189
C -0.775 -0.005 0.179 -0.418 1.812 -0.732 -0.3176
C -1.070 -0.306 -1.279 -1.109 -1.589 0.972 0.4275
O -1.228 -1.455 -1.612 0.297 -0.024 -0.648 -0.5167
H 1.516 -1.192 1.133 -0.225 0.269 0.236 0.1694
H 1.597 -1.008 -0.593 -0.098 0.031 -0.144 0.2052
H 2.562 0.045 0.403 0.035 0.055 0.050 0.2006
H 0.753 2.477 1.161 -0.214 0.093 0.222 0.2013
H 1.615 1.215 2.010 0.016 -0.011 0.055 0.1965
H -0.120 1.337 2.231 -0.140 -0.090 -0.141 0.1880
H -1.504 0.796 0.381 0.160 0.002 0.237 0.2048
H -1.048 -0.824 0.851 0.407 -0.378 -0.177 0.1927
H -1.387 0.495 -1.963 0.615 0.390 0.023 0.1227
```
Positions in Å, forces in eV/Å.

As for the net charge: 0. The value obtained for the energy is -287.75393 Eh. As for the structure (SMILES): CN(C)CC=O. As for the LUMO energy: 1.03 eV. Its spin multiplicity is 1. Its HOMO-LUMO gap is 0.3696 Ha. The calculation puts the energy above the lowest of the compared OMol25 structures with the same formula, charge and spin at 2.137 eV.

***

Molecular formula: C4H9NO
Method: DFT, wB97M-V/def2-TZVPD

```
15
Properties=species:S:1:pos:R:3:forces:R:3:nbo_charge:R:1
C -1.002 -1.120 0.867 -0.029 -0.083 0.021 -0.6265
C -0.317 -0.058 0.048 0.238 -0.051 -0.065 -0.1832
C -1.108 1.181 -0.284 -0.004 0.074 0.004 -0.6285
C 0.975 -0.163 -0.303 -0.381 0.148 0.081 0.4622
N 1.761 0.896 -0.763 0.082 -0.034 0.080 -0.8330
O 1.709 -1.323 -0.256 -0.101 -0.135 0.021 -0.6991
H -1.389 -0.673 1.794 0.015 -0.075 -0.158 0.2111
H -0.311 -1.913 1.174 -0.152 0.097 -0.059 0.2072
H -1.859 -1.581 0.358 0.135 0.073 0.021 0.2046
H -0.652 1.733 -1.113 -0.054 -0.079 0.165 0.2241
H -2.126 0.906 -0.593 0.167 0.021 0.065 0.2091
H -1.217 1.870 0.566 0.034 -0.103 -0.072 0.2002
H 1.705 1.705 -0.157 0.043 -0.045 -0.174 0.3788
H 2.720 0.600 -0.892 -0.113 0.097 -0.055 0.3861
H 1.113 -2.060 -0.444 0.119 0.094 0.126 0.4868
```
Positions in Å, forces in eV/Å.

As for the net charge: 0. The value obtained for the energy is -287.79046 Eh. As for the structure (SMILES): CC(C)=C(N)O. As for the LUMO energy: 0.83 eV. Its spin multiplicity is 1. Its HOMO-LUMO gap is 0.3119 Ha. The calculation puts the energy above the lowest of the compared OMol25 structures with the same formula, charge and spin at 1.143 eV.